[1]
# C5H10NS4

A cluster of 2 separate species, C5H10NS4 in total (ωB97M-V/def2-TZVPD, the OMol25 dataset).

The value obtained for the HOMO energy (spin up / spin down) is -0.4078 / -0.4231 Ha. As for the expectation value of S²: 2.012. For the total energy, the calculation gives -50167.7687 eV. The energy relative to the best compared isomer or geometry (same formula, charge and spin) comes out at 0.00 kJ/mol.

```
! wB97M-V def2-TZVPD RIJCOSX def2/J DEFGRID3
* xyz 1 3
C -1.098 0.759 0.466
C -0.386 -2.987 -1.581
C -0.117 1.671 0.159
C 1.123 1.813 0.940
C 1.441 1.174 2.299
N -0.502 -3.903 -2.567
S 2.375 2.879 0.387
S -1.018 -0.346 1.875
S -1.351 -1.751 -1.480
S -0.385 2.849 -1.134
H -1.975 0.687 -0.132
H 0.620 -2.956 -1.068
H 1.730 0.195 2.263
H 0.625 1.404 2.995
H 2.217 1.698 2.793
H 0.091 -4.674 -2.687
H -1.446 -4.010 -2.995
H -2.328 -0.544 1.666
H 1.877 3.641 -0.580
H -1.494 2.401 -1.618
*
```

=====

[2]
# C6H23NO5

A cluster of 5 separate species, C6H23NO5 in total (ωB97M-V/def2-TZVPD, the OMol25 dataset).

The value obtained for the HOMO energy is -0.3225 Ha. Its SMILES is C[C@@H](O)CCN(C)C.O.O.O.O. For the total energy, the calculation gives -18317.0198 eV. The energy relative to the best compared isomer or geometry (same formula, charge and spin) comes out at 599.05 kJ/mol.

```
! wB97M-V def2-TZVPD RIJCOSX def2/J DEFGRID3
* xyz 0 1
C -1.047 0.599 0.746
C -0.189 0.456 2.090
C -0.935 0.964 3.204
O 0.153 -0.890 2.417
C -0.306 0.017 -0.502
N 0.056 -1.422 -0.441
C -0.896 -2.300 0.050
C 0.342 -1.770 -1.878
H -2.041 0.018 0.739
H -1.036 1.748 0.775
H 0.927 0.931 1.822
H -0.643 1.890 3.802
H -1.961 1.240 2.687
H -1.079 0.419 4.127
H -0.010 -1.679 1.918
H -1.132 0.204 -1.208
H 0.620 0.553 -0.806
H -1.905 -2.369 -0.344
H -1.207 -2.115 1.142
H -0.436 -3.351 -0.097
H 0.515 -2.845 -2.231
H 1.383 -1.500 -2.280
H -0.244 -1.327 -2.697
H 0.757 3.056 -1.575
H 0.069 3.153 -2.947
O -0.158 2.753 -2.020
H -1.018 1.321 -2.576
H -1.642 -0.150 -2.688
O -1.802 0.856 -2.916
H 2.687 -1.021 3.101
H 1.943 -0.738 1.896
O 2.659 -0.442 2.414
H 2.604 1.143 -1.178
H 2.868 1.317 -2.671
O 2.100 1.285 -1.872
*
```

=====

[3]
# C13H10OS

An isolated molecule of C13H10OS (ωB97M-V/def2-TZVPD, the OMol25 dataset).

The value obtained for the HOMO energy (spin up / spin down) is -0.2215 / -0.3183 Ha. As for the expectation value of S²: 2.008. For the total energy, the calculation gives -26515.8768 eV.

```
! wB97M-V def2-TZVPD RIJCOSX def2/J DEFGRID3
* xyz 0 3
C 1.062 2.092 2.260
C 0.719 0.967 1.650
C -0.288 -2.608 -2.142
C 0.138 -1.403 -2.680
C -0.919 -2.580 -0.932
C 0.197 4.194 0.938
C 0.952 3.316 1.545
C 0.469 0.901 0.255
C 0.205 -0.284 -1.898
C 0.660 1.838 -0.664
C -0.938 -1.414 -0.049
C 1.055 3.404 0.046
C 0.311 -0.426 -0.319
O -0.985 1.847 -2.749
S 0.386 1.443 -2.382
H 1.303 2.179 3.326
H 0.917 -0.025 2.053
H -0.308 -3.536 -2.626
H 0.349 -1.242 -3.725
H -1.662 -3.282 -0.558
H -0.266 5.160 0.852
H -1.857 -0.916 -0.100
H -0.877 -1.898 1.009
H 1.936 3.771 -0.437
H 1.266 -1.053 -0.315
*
```

=====

[4]
# C19H32AlBr3Cl5CsF5N4NaO12PS

A structure of composition C19H32AlBr3Cl5CsF5N4NaO12PS (ωB97M-V/def2-TZVPD, the OMol25 dataset).

The value obtained for the HOMO energy is -0.1379 Ha. For the total energy, the calculation gives -368750.6750 eV.

```
! wB97M-V def2-TZVPD RIJCOSX def2/J DEFGRID3
* xyz -1 1
C 0.880 -2.167 -1.142
C 1.903 -3.250 -1.828
O 2.652 -4.005 -0.979
N 2.136 -3.464 -3.306
C 2.032 -2.190 -4.115
C 1.321 -4.600 -3.880
C -0.217 -4.710 -3.325
C -1.198 -3.455 -3.803
C -2.739 -4.007 -3.914
N -3.769 -2.964 -4.287
O -3.290 -1.709 -4.233
C -3.181 -1.223 -5.627
N -3.148 -0.802 -6.872
S -5.205 -3.090 -3.275
O -6.462 -2.445 -3.968
O -4.981 -2.377 -1.907
F -5.650 -4.758 -2.997
H 0.116 -2.733 -0.448
H 1.490 -1.442 -0.416
H 0.374 -1.464 -1.937
H 2.922 -2.230 -4.908
H 1.045 -2.073 -4.733
H 2.183 -1.207 -3.494
H 1.315 -4.634 -5.071
H 1.871 -5.605 -3.546
H -0.298 -4.931 -2.158
H -0.689 -5.676 -3.845
H -0.908 -3.042 -4.874
H -1.152 -2.583 -3.018
H -2.773 -4.841 -4.758
H -3.082 -4.511 -2.896
Cl 0.471 1.142 -0.015
C 1.407 2.249 1.019
C 2.892 1.919 1.017
Cl 3.239 0.378 1.840
H 0.986 2.209 2.028
H 1.250 3.258 0.625
H 3.445 2.696 1.553
H 3.290 1.859 0.000
C 1.868 -3.633 3.421
Br 0.323 -3.007 2.418
Br 2.264 -5.501 3.050
Br 3.421 -2.495 3.144
H 1.608 -3.566 4.483
F 4.780 1.950 -5.455
Al 3.254 1.251 -6.108
F 2.796 2.116 -7.620
F 1.940 1.436 -4.890
F 3.498 -0.497 -6.466
O 4.251 -0.469 -1.279
H 3.904 -1.361 -1.536
H 3.898 -0.183 -0.398
H 4.068 0.207 -1.980
Cs 4.213 -3.773 -3.128
C -0.545 5.181 2.916
O 0.808 4.953 2.565
H -1.157 4.368 2.517
H -0.642 5.206 4.004
H -0.879 6.129 2.488
H 1.326 5.690 2.933
C -6.055 1.310 2.508
C -6.324 2.569 3.046
C -5.305 3.303 3.655
C -4.011 2.766 3.716
C -3.740 1.498 3.184
C -4.768 0.773 2.580
N -2.929 3.543 4.332
O -3.214 4.652 4.809
O -1.793 3.048 4.337
H -6.852 0.744 2.029
H -7.330 2.981 2.988
H -5.531 4.283 4.070
H -2.742 1.067 3.228
H -4.567 -0.211 2.160
O 1.789 7.856 3.474
P 0.869 8.125 4.676
O 1.447 9.276 5.517
O 0.772 6.858 5.541
O -0.532 8.511 4.174
Na 3.075 1.500 -2.461
C 4.461 -1.212 7.085
Cl 3.222 -2.306 6.445
Cl 6.038 -1.568 6.360
Cl 4.010 0.477 6.795
H 4.534 -1.369 8.164
*
```

=====

[5]
# C25H29N5O2

A cluster of 4 separate species, C25H29N5O2 in total (ωB97M-V/def2-TZVPD, the OMol25 dataset).

The value obtained for the HOMO energy is -0.3180 Ha. Its SMILES is O=C1NC(=O)c2c1cccc2-c1ccncc1.CCCC#N.CCCC#N.CCCC#N. For the total energy, the calculation gives -37921.7145 eV. The energy relative to the best compared isomer or geometry (same formula, charge and spin) comes out at 2097.07 kJ/mol.

```
! wB97M-V def2-TZVPD RIJCOSX def2/J DEFGRID3
* xyz 0 1
O 3.413 -7.465 2.925
C 2.201 -6.895 2.881
N 0.860 -7.636 3.069
C -0.442 -6.867 3.128
O -1.709 -7.256 3.336
C 0.104 -5.322 2.821
C 1.735 -5.339 2.660
C 2.567 -3.964 2.336
C 1.747 -2.511 2.216
C 0.090 -2.487 2.382
C -0.722 -3.913 2.673
C -2.358 -3.934 2.793
C -3.401 -3.476 1.566
C -4.987 -3.628 1.903
N -5.696 -4.123 3.116
C -4.829 -4.521 4.261
C -3.211 -4.450 4.123
H 0.643 -8.311 2.289
H 3.726 -4.041 2.197
H 2.350 -1.518 2.017
H -0.488 -1.455 2.285
H -2.980 -3.082 0.527
H -5.706 -3.282 1.012
H -5.314 -4.905 5.280
H -2.574 -4.814 5.059
C 1.469 0.971 -1.298
C 0.556 1.757 -0.363
C 1.313 2.425 0.787
C 2.008 1.366 1.627
N 2.585 0.488 2.324
H 1.966 0.145 -0.778
H 0.890 0.536 -2.118
H 2.240 1.619 -1.730
H -0.208 1.080 0.039
H 0.032 2.526 -0.941
H 0.617 2.986 1.419
H 2.060 3.126 0.399
C 4.201 2.385 -4.636
C 3.897 3.761 -5.220
C 4.235 4.903 -4.260
C 3.413 4.766 -2.988
N 2.731 4.652 -1.934
H 3.600 2.183 -3.744
H 3.971 1.603 -5.366
H 5.260 2.299 -4.366
H 2.835 3.805 -5.490
H 4.470 3.889 -6.145
H 4.013 5.867 -4.729
H 5.300 4.888 -4.004
C -3.031 3.650 -2.523
C -3.944 4.436 -1.588
C -3.187 5.104 -0.439
C -2.492 4.045 0.402
N -1.915 3.167 1.099
H -2.534 2.824 -2.003
H -3.610 3.215 -3.344
H -2.260 4.298 -2.956
H -4.708 3.759 -1.187
H -4.468 5.205 -2.167
H -3.883 5.665 0.194
H -2.440 5.805 -0.826
*
```

=====

[6]
# C3H3NO

An isolated molecule of C3H3NO (ωB97M-V/def2-TZVPD, the OMol25 dataset).

The value obtained for the HOMO energy (spin up / spin down) is -0.3804 / -0.4128 Ha. For the total energy, the calculation gives -6692.6389 eV. The energy relative to the best compared isomer or geometry (same formula, charge and spin) comes out at 371.77 kJ/mol.

```
! wB97M-V def2-TZVPD RIJCOSX def2/J DEFGRID3
* xyz 0 1
O 0.669 0.237 1.516
C -0.206 -0.210 0.591
C 0.034 0.947 -0.257
C 0.109 -1.317 -0.338
N 0.380 -2.059 -1.179
H -1.235 -0.290 0.963
H 1.032 1.143 -0.621
H -0.783 1.549 -0.676
*
```

=====

[7]
# C4H11N3O

An isolated molecule of C4H11N3O (ωB97M-V/def2-TZVPD, the OMol25 dataset).

The value obtained for the HOMO energy is -0.3351 Ha. Its SMILES is NCCCNC(N)=O. For the total energy, the calculation gives -10843.9889 eV. The energy relative to the best compared isomer or geometry (same formula, charge and spin) comes out at 117.94 kJ/mol.

```
! wB97M-V def2-TZVPD RIJCOSX def2/J DEFGRID3
* xyz 0 1
C -0.156 -0.270 0.374
C 1.026 -1.133 0.147
C 2.087 -1.042 1.295
N 3.408 -1.487 0.891
N -0.596 0.335 -0.894
C -1.829 1.026 -0.832
N -1.782 2.087 0.051
O -2.833 0.707 -1.424
H -1.118 -0.780 0.701
H -0.023 0.377 1.237
H 1.537 -0.817 -0.761
H 0.828 -2.201 0.115
H 2.153 0.125 1.510
H 1.648 -1.394 2.247
H 3.629 -2.376 1.311
H 3.614 -1.377 -0.090
H -0.581 -0.434 -1.589
H -0.852 2.455 0.068
H -2.520 2.765 0.127
*
```